w | Below is 2 unconnected molecules or ions with the total composition C3H7N2, with properties calculated with ωB97M-V/def2-TZVPD.

Cartesian coordinates (Å):
N (-0.03, 0.34, 0.00)
N (2.04, -0.73, -0.67)
C (-2.09, -0.58, -0.52)
C (0.93, 1.38, 0.55)
C (1.18, 0.05, -0.11)
H (-1.82, -1.52, -0.14)
H (-2.56, -0.02, 0.16)
H (1.65, -1.49, -1.16)
H (2.99, -0.64, -0.56)
H (-2.16, -0.49, -1.56)
H (0.74, 1.44, 1.60)
H (1.28, 2.31, 0.08)

The orbital gap comes out at 8.3 eV. Its total charge is +1. The spin multiplicity is 1.


x | Below is a gas-phase ion, C3H7N2 (charge +1), with properties calculated with ωB97M-V/def2-TZVPD.

Cartesian coordinates (Å):
N (-0.57, -0.64, 1.01)
N (0.47, 1.47, -0.02)
C (0.01, 0.13, -0.11)
C (0.61, -1.15, 0.16)
C (-0.50, 1.14, -1.05)
H (1.53, -1.27, 0.76)
H (-0.32, 0.99, -2.21)
H (-0.20, -0.33, 1.99)
H (-1.54, 1.42, -0.82)
H (1.42, 1.56, -0.25)
H (-1.38, -1.26, 0.81)
H (0.45, -2.06, -0.28)

The orbital gap comes out at 11.4 eV. Its total charge is +1. The structure (SMILES) is C1N[C@]12C[NH2+]2. The spin multiplicity is 1.


Most stable of them? x.


w | Below is 2 unconnected molecules or ions with the total composition C4H12, with properties calculated with ωB97M-V/def2-TZVPD.

Cartesian coordinates (Å):
C (0.48, -1.53, -0.34)
C (-1.44, 1.68, -0.12)
C (-0.31, 2.59, 0.38)
C (1.34, -2.74, 0.04)
H (0.61, 2.34, -0.13)
H (-2.37, 1.87, 0.40)
H (1.79, -3.21, -0.83)
H (-0.54, 3.66, 0.36)
H (-0.25, -1.41, 0.46)
H (-1.16, 0.63, -0.06)
H (-1.64, 1.87, -1.18)
H (2.02, -2.41, 0.83)
H (1.02, -0.59, -0.47)
H (0.69, -3.48, 0.49)
H (-0.08, -1.65, -1.27)
H (-0.15, 2.38, 1.43)

The orbital gap (alpha / beta) comes out at 2.8 / 12.1 eV. Its total charge is -1. The spin multiplicity is 2.


x | Below is 2 unconnected molecules or ions with the total composition C4H12, with properties calculated with ωB97M-V/def2-TZVPD.

Cartesian coordinates (Å):
C (-0.65, 1.79, -0.21)
C (0.85, -1.85, 0.53)
C (-0.51, -2.55, 0.75)
C (0.38, 2.56, -1.02)
H (-0.88, 0.82, -0.63)
H (1.33, -1.64, 1.49)
H (0.69, -0.92, -0.01)
H (-0.58, -3.46, 0.15)
H (1.45, -2.41, -0.18)
H (1.25, 1.96, -1.24)
H (-1.59, 2.34, -0.11)
H (-1.32, -1.93, 0.33)
H (-0.09, 2.94, -1.94)
H (-0.32, 1.56, 0.80)
H (-0.67, -2.70, 1.81)
H (0.65, 3.49, -0.51)

The orbital gap (alpha / beta) comes out at 2.8 / 12.1 eV. Its total charge is -1. The spin multiplicity is 2.


Most stable of them? w.


w | Below is 2 unconnected molecules or ions with the total composition C4H12, with properties calculated with ωB97M-V/def2-TZVPD.

Cartesian coordinates (Å):
C (-2.03, 0.32, 0.23)
C (2.11, -1.14, -0.20)
C (1.14, -0.28, -1.18)
C (-1.10, 1.21, 1.11)
H (0.23, -0.74, -1.53)
H (-1.21, 0.57, 2.11)
H (3.22, -1.09, -0.11)
H (1.79, 0.09, -1.98)
H (1.81, -1.10, 0.79)
H (-1.70, 2.15, 1.37)
H (1.84, -2.05, -0.68)
H (-0.08, 1.15, 0.60)
H (-2.46, -0.51, 0.92)
H (-1.44, -0.11, -0.69)
H (0.77, 0.60, -0.61)
H (-2.87, 0.93, -0.18)

The orbital gap (alpha / beta) comes out at 2.8 / 11.8 eV. Its total charge is -1. The spin multiplicity is 2.


x | Below is 2 unconnected molecules or ions with the total composition C4H12, with properties calculated with ωB97M-V/def2-TZVPD.

Cartesian coordinates (Å):
C (1.15, 0.38, -1.08)
C (-0.17, -0.49, 1.76)
C (-1.16, 0.60, 1.23)
C (0.30, -0.60, -1.81)
H (-0.92, 1.18, 0.34)
H (1.82, 0.85, -1.80)
H (-0.81, -1.20, 2.29)
H (0.08, -1.08, 0.88)
H (-0.63, -0.96, -1.30)
H (1.76, 0.03, -0.23)
H (0.64, 1.24, -0.64)
H (0.84, -1.40, -2.31)
H (-0.24, -0.10, -2.64)
H (-2.12, 0.15, 0.92)
H (0.56, 0.05, 2.33)
H (-1.11, 1.32, 2.06)

The orbital gap (alpha / beta) comes out at 2.8 / 11.7 eV. Its total charge is -1. The spin multiplicity is 2.


y | Below is 2 unconnected molecules or ions with the total composition C4H12, with properties calculated with ωB97M-V/def2-TZVPD.

Cartesian coordinates (Å):
C (-0.02, -2.12, 0.87)
C (-0.45, 2.78, -0.26)
C (1.29, -1.99, 0.09)
C (-0.80, 1.37, -0.73)
H (-0.34, -3.17, 0.90)
H (-1.03, 3.56, -0.75)
H (-1.89, 1.25, -0.86)
H (-0.52, 0.64, 0.02)
H (2.00, -2.78, 0.33)
H (-0.34, 1.09, -1.68)
H (1.11, -2.02, -0.98)
H (0.61, 2.97, -0.42)
H (0.04, -1.83, 1.92)
H (-0.83, -1.57, 0.39)
H (1.75, -1.02, 0.32)
H (-0.58, 2.84, 0.82)

The orbital gap (alpha / beta) comes out at 2.7 / 12.3 eV. Its total charge is -1. The spin multiplicity is 2.


Most stable of them? y.


w | Below is 2 unconnected molecules or ions with the total composition C4H12, with properties calculated with ωB97M-V/def2-TZVPD.

Cartesian coordinates (Å):
C (-1.78, -2.24, -0.47)
C (0.78, 2.43, 1.19)
C (2.13, 1.67, 1.20)
C (-1.08, -1.87, -1.77)
H (2.71, 1.98, 0.33)
H (-1.87, -1.71, -2.52)
H (-2.45, -1.49, -0.05)
H (1.08, 3.43, 1.48)
H (-0.61, -0.89, -1.70)
H (2.00, 0.60, 1.01)
H (2.64, 1.84, 2.14)
H (-0.17, 2.00, 1.49)
H (0.55, 2.61, 0.12)
H (-2.28, -3.20, -0.62)
H (-1.11, -2.45, 0.38)
H (-0.53, -2.69, -2.23)

The orbital gap (alpha / beta) comes out at 2.8 / 12.2 eV. Its total charge is -1. The spin multiplicity is 2.


x | Below is 2 unconnected molecules or ions with the total composition C4H12, with properties calculated with ωB97M-V/def2-TZVPD.

Cartesian coordinates (Å):
C (-1.07, 1.33, 0.39)
C (-0.10, 2.18, 1.16)
C (0.03, -2.21, -0.62)
C (1.25, -1.37, -0.95)
H (2.15, -1.82, -0.52)
H (1.17, -0.42, -0.42)
H (0.53, 1.64, 1.87)
H (-0.61, 2.91, 1.79)
H (-0.81, 0.51, -0.26)
H (0.49, 2.85, 0.52)
H (-1.60, 1.94, -0.35)
H (-1.90, 0.96, 1.01)
H (0.23, -2.84, 0.24)
H (1.39, -1.16, -2.01)
H (-0.86, -1.62, -0.42)
H (-0.28, -2.89, -1.42)

The orbital gap (alpha / beta) comes out at 2.7 / 12.0 eV. Its total charge is -1. The spin multiplicity is 2.


Most stable of them? x.